(1)
{"formula": "C23H16F10N3Re", "method": "wB97M-V/def2-TZVPD", "symbols": ["Re", "C", "N", "C", "C", "N", "C", "C", "F", "C", "F", "C", "F", "C", "F", "C", "F", "C", "C", "N", "C", "C", "F", "C", "F", "C", "F", "C", "F", "C", "F", "H", "H", "H", "H", "H", "H", "H", "H", "H", "H", "H", "C", "C", "C", "C", "C", "C", "H", "H", "H", "H", "H"], "coordinates": [[0.03255, -0.32687, -1.03655], [-0.14140, -0.30108, -4.17172], [-0.29469, 0.66042, -3.05993], [0.74135, 1.71902, -3.15378], [1.14089, 2.23640, -1.77956], [1.40193, 1.07400, -0.92327], [2.18292, 1.23648, 0.23379], [2.03965, 2.28781, 1.13774], [1.12272, 3.23140, 0.90920], [2.77529, 2.33996, 2.30930], [2.58562, 3.33437, 3.16393], [3.69392, 1.34340, 2.59790], [4.38508, 1.38681, 3.72179], [3.88311, 0.29729, 1.70508], [4.76809, -0.65190, 1.96697], [3.14268, 0.26077, 0.54446], [3.33448, -0.72583, -0.33071], [-1.68361, 1.18513, -3.01512], [-2.15155, 1.44008, -1.58659], [-1.82906, 0.24881, -0.79219], [-2.55192, -0.02973, 0.37442], [-2.83584, -1.37058, 0.68341], [-2.45125, -2.29954, -0.19698], [-3.49674, -1.74415, 1.83188], [-3.74958, -3.01853, 2.08359], [-3.90753, -0.76020, 2.72281], [-4.53332, -1.09685, 3.83575], [-3.65064, 0.57305, 2.44842], [-4.01316, 1.50601, 3.31593], [-2.99976, 0.93148, 1.28021], [-2.74766, 2.22324, 1.05411], [-0.30497, 0.17959, -5.14041], [-0.85727, -1.11468, -4.06139], [0.86532, -0.71700, -4.16065], [0.40688, 2.53870, -3.79422], [1.62623, 1.27116, -3.60428], [0.37567, 2.89111, -1.35609], [2.05034, 2.83223, -1.87933], [-2.33531, 0.42180, -3.43841], [-1.78406, 2.09260, -3.61530], [-3.23124, 1.59961, -1.59422], [-1.69727, 2.34036, -1.16544], [1.33281, -3.67578, 2.19544], [1.29442, -3.96468, 0.83829], [0.86665, -2.99245, -0.05175], [0.49656, -1.71483, 0.39045], [0.52424, -1.45228, 1.77044], [0.93309, -2.42763, 2.66234], [1.67258, -4.42785, 2.89526], [1.58981, -4.94029, 0.47714], [0.81996, -3.23531, -1.11103], [0.22029, -0.47849, 2.14484], [0.94275, -2.21655, 3.72404]], "forces_ev_per_a": [[-0.1755, 0.8961, 0.4395], [0.0255, -0.0834, -0.1918], [0.0192, -0.0797, 0.1656], [0.2711, 0.2202, 0.1026], [-0.0195, 0.1254, -0.2241], [-0.7548, -0.6941, -0.2260], [0.4817, -0.1650, 0.5025], [-0.1141, -0.3163, -0.0865], [-0.0593, 0.0602, 0.0240], [0.0435, 0.0351, -0.0333], [0.0052, 0.0543, 0.0447], [-0.0749, -0.0070, -0.0796], [0.0499, 0.0125, 0.0537], [-0.0287, 0.0560, 0.0221], [0.0455, -0.0389, 0.0252], [-0.3094, 0.3240, -0.4074], [0.0924, -0.1661, 0.1068], [-0.3789, 0.0872, 0.1467], [-0.0581, 0.0961, -0.2106], [1.0382, -0.2138, -0.3448], [-0.3703, -0.3939, 0.5655], [0.1535, 0.4332, -0.4386], [-0.0484, -0.1844, 0.1289], [-0.0291, 0.1332, 0.0339], [0.0025, -0.0645, 0.0091], [0.0930, -0.0083, -0.0667], [-0.0314, -0.0174, 0.0569], [-0.0713, -0.0236, -0.0202], [-0.0630, 0.0649, 0.0178], [0.2507, -0.2074, -0.1008], [0.0435, 0.0615, 0.0341], [-0.0211, 0.0418, 0.0381], [-0.0257, 0.0402, 0.0303], [0.0004, 0.0235, 0.0281], [-0.0392, -0.0487, -0.0347], [-0.0399, -0.0373, -0.0501], [0.0252, -0.0282, 0.0188], [0.0136, -0.0121, 0.0402], [0.0478, -0.0096, -0.0556], [0.0811, -0.0344, -0.0583], [-0.0039, -0.0065, 0.0269], [-0.0369, -0.0305, 0.0040], [0.0301, -0.0957, -0.0575], [-0.0283, 0.0171, 0.0824], [0.0172, -0.0065, -0.1421], [-0.0891, 0.1183, -0.0555], [-0.0191, -0.0148, 0.0354], [-0.0338, 0.1392, 0.0377], [-0.0243, -0.0018, 0.0066], [0.0031, -0.0057, 0.0129], [0.0584, -0.0206, 0.0243], [0.0281, -0.0095, 0.0221], [0.0278, -0.0146, -0.0032]], "spin_multiplicity": 4, "total_energy_ha": -2126.889748, "homo_lumo_gap_ev": [7.10, 7.38], "lumo_energy_ev": [-4.376, -4.708], "s2": 3.774, "fmax_ha_per_bohr": 0.02168, "e_homo_ev": [-11.479, -12.085], "total_charge": 1}


(2)
{"formula": "C23H16F3HfN6O6S2", "method": "wB97M-V/def2-TZVPD", "symbols": ["Hf", "N", "C", "C", "C", "C", "C", "C", "S", "O", "O", "N", "C", "N", "C", "C", "C", "N", "H", "H", "H", "H", "H", "H", "H", "H", "H", "F", "C", "F", "F", "C", "C", "C", "C", "N", "C", "S", "H", "H", "H", "O", "C", "C", "C", "C", "C", "C", "C", "O", "N", "O", "O", "H", "H", "H", "H"], "coordinates": [[0.05254, -0.33114, 0.60579], [0.38523, 2.31135, -7.27538], [0.06335, 1.90943, -6.02261], [0.83435, 2.31798, -4.91943], [0.50779, 1.90403, -3.65006], [-0.59785, 1.08127, -3.45627], [-1.37472, 0.66159, -4.53709], [-1.04690, 1.07012, -5.80468], [-1.01069, 0.50941, -1.88330], [-2.42023, 0.47266, -1.65150], [-0.23710, 1.32234, -0.87908], [-0.43921, -0.96367, -1.56262], [0.88658, -1.21077, -1.90124], [1.29314, -1.45226, -3.13494], [2.59193, -1.70649, -3.26820], [3.48645, -1.73258, -2.20038], [2.97687, -1.46556, -0.95004], [1.67425, -1.19981, -0.81201], [1.12912, 2.96571, -7.43195], [-0.19962, 2.07687, -8.05600], [1.68355, 2.97142, -5.07264], [1.09473, 2.22888, -2.80093], [-2.23553, 0.02657, -4.37330], [-1.64865, 0.75358, -6.64672], [2.93599, -1.90607, -4.27643], [4.53197, -1.95284, -2.35121], [3.57307, -1.46346, -0.04656], [-0.02241, -5.76924, 4.18798], [0.44203, -4.59262, 3.75391], [1.67148, -4.80162, 3.26656], [0.55892, -3.78937, 4.81583], [-0.46802, -4.00151, 2.70721], [-1.60443, -4.66721, 2.29228], [-2.42517, -4.12494, 1.30565], [-2.07627, -2.91245, 0.76288], [-0.98497, -2.25485, 1.18213], [-0.16603, -2.76363, 2.12756], [1.20054, -1.73513, 2.46846], [-1.84920, -5.62213, 2.73726], [-3.31002, -4.64366, 0.96987], [-2.65304, -2.43127, -0.01673], [1.52939, 1.12832, 1.31084], [1.41544, 1.98471, 2.21174], [0.26681, 2.25673, 3.00756], [0.39262, 3.25406, 3.99162], [-0.68359, 3.56308, 4.77195], [-1.91282, 2.91629, 4.61065], [-2.05880, 1.94525, 3.65126], [-0.97791, 1.58973, 2.83093], [-1.12810, 0.66319, 1.91876], [-0.54568, 4.60438, 5.80169], [-1.52173, 4.84524, 6.47743], [0.53666, 5.14189, 5.90532], [2.29601, 2.60432, 2.41081], [1.32858, 3.77663, 4.13896], [-2.73738, 3.19721, 5.25071], [-3.00327, 1.44005, 3.50767]], "forces_ev_per_a": [[0.3759, -0.0659, 0.9767], [0.0106, -0.0288, -0.0219], [-0.0213, -0.0108, 0.0534], [-0.0035, -0.0060, -0.0135], [0.0853, 0.0289, 0.0734], [-0.0447, -0.0954, 0.1784], [-0.0489, -0.0201, 0.0053], [0.0238, 0.0173, -0.0289], [-0.3477, 0.1756, -0.4450], [0.0243, 0.0398, -0.0995], [0.0374, -0.0380, 0.1549], [-0.2668, -0.0503, -0.0698], [0.2449, -0.1577, 0.0265], [-0.0297, -0.0060, -0.0042], [0.0020, 0.0039, 0.0132], [0.0108, -0.0103, 0.0309], [-0.0391, -0.1082, -0.0607], [-0.0569, 0.2988, 0.0722], [-0.0049, 0.0097, 0.0025], [-0.0044, 0.0098, -0.0020], [-0.0010, 0.0021, -0.0040], [0.0011, 0.0086, -0.0164], [0.0013, 0.0030, -0.0026], [-0.0036, 0.0007, 0.0005], [-0.0074, 0.0048, -0.0057], [0.0012, -0.0061, 0.0148], [0.0161, 0.0134, -0.0087], [-0.0631, -0.0947, 0.0162], [-0.0146, -0.0119, -0.0101], [0.0913, -0.0116, -0.0597], [-0.0107, 0.0896, 0.0764], [-0.0234, 0.0586, -0.0420], [0.0410, -0.0089, 0.0245], [-0.0248, 0.0270, -0.0344], [-0.0104, -0.0365, 0.0629], [0.1187, 0.0840, -0.2093], [-0.0298, 0.0785, -0.0621], [-0.0297, 0.0854, -0.1020], [0.0020, -0.0005, -0.0001], [-0.0037, 0.0113, -0.0090], [-0.0088, -0.0147, -0.0047], [-0.2443, -0.1177, -0.0355], [0.0798, 0.0040, -0.0435], [-0.1219, -0.0298, 0.0240], [-0.0123, 0.0057, -0.0025], [0.0014, -0.0343, -0.0579], [0.0205, 0.0285, 0.0196], [0.0175, -0.0276, -0.0452], [0.0328, 0.1086, 0.1076], [0.2031, -0.1767, -0.4467], [0.0242, -0.0274, 0.0570], [-0.0095, 0.0177, -0.0110], [-0.0122, 0.0144, -0.0135], [0.0189, -0.0244, -0.0097], [0.0046, -0.0010, -0.0016], [0.0021, 0.0040, 0.0012], [0.0065, -0.0126, -0.0091]], "total_energy_ha": -2809.982303, "homo_lumo_gap_ev": 7.29, "lumo_energy_ev": -3.872, "fmax_ha_per_bohr": 0.02039, "relative_energy_ev": 0.017, "e_homo_ev": -11.160, "total_charge": 1}


(3)
{"formula": "C23H16IN5O2Re", "method": "wB97M-V/def2-TZVPD", "symbols": ["Re", "O", "C", "N", "C", "C", "C", "C", "C", "C", "N", "C", "O", "C", "C", "C", "C", "C", "N", "C", "C", "C", "C", "C", "N", "H", "H", "H", "H", "H", "H", "H", "H", "H", "H", "H", "H", "I", "C", "C", "C", "C", "N", "C", "H", "H", "H", "H"], "coordinates": [[0.08453, -0.19965, 0.03839], [-2.15841, -3.71660, 0.35977], [-1.77350, -2.60082, 0.16106], [-0.43113, -2.12218, 0.35632], [0.46172, -3.09306, 0.79127], [0.23689, -4.47428, 1.04752], [1.28711, -5.23492, 1.47030], [2.56575, -4.68135, 1.65355], [2.80990, -3.36098, 1.41415], [1.73354, -2.54342, 0.97023], [1.72549, -1.18864, 0.66399], [3.00022, -0.54099, 0.82240], [4.02207, -1.07040, 1.15049], [2.96212, 0.89305, 0.54993], [4.13373, 1.61134, 0.69989], [4.11714, 2.96698, 0.45621], [2.90955, 3.51898, 0.07028], [1.79048, 2.72263, -0.05787], [1.77507, 1.38446, 0.17836], [-2.69233, -1.57423, -0.32297], [-4.00829, -1.93537, -0.54370], [-4.88735, -0.98493, -1.01434], [-4.37978, 0.28175, -1.23821], [-3.05082, 0.55244, -0.98633], [-2.16145, -0.36248, -0.51867], [-0.71802, -4.93786, 0.92174], [1.12406, -6.28487, 1.66621], [3.37860, -5.30848, 1.99021], [3.79832, -2.98352, 1.56595], [5.02188, 1.07684, 1.00640], [5.00783, 3.56966, 0.56204], [2.81583, 4.57478, -0.13909], [0.89211, 3.21337, -0.36418], [-4.29630, -2.95691, -0.33883], [-5.92521, -1.22073, -1.20123], [-5.00559, 1.08005, -1.61020], [-2.72480, 1.55160, -1.18052], [-2.63492, 4.93552, 1.31658], [-1.73035, 3.73084, -0.08683], [-1.59165, 4.12395, -1.41798], [-0.97111, 3.27179, -2.32046], [-0.50421, 2.04706, -1.88368], [-0.63804, 1.67858, -0.60120], [-1.23338, 2.49044, 0.28641], [-1.96500, 5.08500, -1.74463], [-0.85082, 3.54899, -3.35694], [-0.01490, 1.34232, -2.54661], [-1.30658, 2.12426, 1.30480]], "forces_ev_per_a": [[0.0447, -0.1139, 0.0617], [0.0320, 0.3741, -0.0702], [0.1800, -0.2669, 0.1608], [-0.4869, -0.3907, -0.0122], [-0.1656, -0.1669, -0.0140], [0.0873, 0.2272, -0.0442], [0.0835, -0.0009, 0.0145], [-0.0588, -0.0601, 0.0038], [-0.2150, 0.1040, -0.0669], [0.2263, 0.0083, 0.0605], [0.5966, 0.0707, 0.1064], [0.0514, -0.3390, 0.0621], [-0.2541, 0.2260, -0.1410], [-0.0213, -0.0418, 0.0118], [-0.0094, -0.0403, 0.0085], [0.0453, -0.0072, 0.0114], [-0.0833, 0.0041, -0.0239], [-0.0670, -0.1419, 0.0336], [0.1865, 0.3152, 0.0026], [0.0456, -0.0229, -0.0014], [0.0303, -0.0213, 0.0091], [-0.0280, -0.0380, 0.0104], [0.0561, 0.0606, 0.0030], [0.1316, -0.0683, -0.0033], [-0.3402, 0.0806, -0.0978], [0.0246, 0.0137, 0.0014], [0.0035, -0.0344, 0.0074], [0.0195, -0.0263, 0.0133], [-0.0254, -0.0075, -0.0035], [-0.0268, 0.0002, -0.0076], [0.0159, 0.0203, 0.0004], [-0.0247, 0.0126, -0.0034], [-0.1230, 0.0307, 0.0103], [0.0189, 0.0202, -0.0002], [-0.0255, 0.0019, -0.0081], [0.0096, 0.0253, -0.0091], [0.0430, 0.0508, -0.0702], [-0.0893, 0.1084, 0.1259], [0.1220, -0.1007, -0.0629], [0.0204, -0.0577, 0.0351], [-0.0170, -0.0528, 0.0065], [0.0134, -0.0503, -0.0892], [0.0025, 0.0654, -0.0390], [0.0318, 0.0627, 0.0742], [-0.0137, 0.0311, -0.0009], [0.0009, 0.0198, -0.0500], [-0.0325, 0.0555, 0.0245], [-0.0158, 0.0602, -0.0406]], "spin_multiplicity": 2, "total_energy_ha": -1685.726912, "homo_lumo_gap_ev": [6.27, 6.07], "lumo_energy_ev": [-8.039, -8.211], "s2": 0.812, "fmax_ha_per_bohr": 0.01214, "e_homo_ev": [-14.306, -14.276], "total_charge": 2}


(4)
{"formula": "C23H16N6OSSr", "method": "wB97M-V/def2-TZVPD", "symbols": ["Sr", "C", "C", "C", "C", "N", "C", "N", "C", "N", "C", "N", "C", "C", "C", "C", "C", "N", "C", "C", "C", "C", "C", "C", "H", "H", "H", "H", "H", "H", "H", "H", "H", "H", "H", "H", "O", "N", "C", "C", "C", "C", "C", "S", "H", "H", "H", "H"], "coordinates": [[-0.78979, 0.43811, 0.09491], [-1.40899, -0.29812, 4.72151], [-0.20212, -0.04225, 5.43904], [0.94461, 0.19193, 4.75703], [0.90202, 0.26622, 3.30677], [-0.31138, 0.12251, 2.67731], [-1.40697, -0.15859, 3.35188], [2.05741, 0.35245, 2.66778], [2.41018, 0.26180, 1.41217], [1.64983, 0.22692, 0.23930], [2.54857, 0.25696, -0.86562], [2.36506, 0.19192, -2.14990], [1.27196, 0.20463, -2.93572], [1.45461, 0.18977, -4.34041], [0.37657, -0.01920, -5.19231], [-0.88885, -0.19295, -4.67071], [-1.02621, -0.08512, -3.24406], [0.00801, 0.13536, -2.44553], [3.90354, 0.20150, -0.33416], [5.10904, 0.00449, -1.02448], [6.27452, -0.02707, -0.21290], [6.21830, 0.07009, 1.16563], [4.99293, 0.17287, 1.85253], [3.84229, 0.22900, 1.07015], [-2.36214, -0.45708, 5.20730], [-0.18511, -0.01661, 6.51935], [1.91865, 0.33088, 5.25697], [-2.30873, -0.31126, 2.71542], [2.49003, 0.23968, -4.76867], [0.51637, -0.06234, -6.29602], [-1.79893, -0.26451, -5.25321], [-2.06353, -0.21859, -2.78360], [5.11926, -0.13894, -2.07723], [7.25722, -0.23008, -0.60449], [7.16545, -0.01847, 1.74035], [4.94885, 0.08479, 2.91816], [-2.69813, -1.09039, -0.03924], [-3.89095, -0.56600, -0.33589], [-4.76048, -1.46872, -1.03783], [-5.99617, -1.01724, -1.44541], [-6.45181, 0.22151, -0.97619], [-5.56284, 1.06725, -0.29861], [-4.23253, 0.73147, 0.07384], [-3.16912, 1.92163, 0.74319], [-4.24427, -2.38508, -1.36635], [-6.59567, -1.64498, -2.12149], [-7.47251, 0.58115, -1.09082], [-5.91800, 2.01871, -0.01974]], "forces_ev_per_a": [[0.4780, -0.3982, 0.0404], [-0.3530, 0.4714, 0.3070], [-0.7534, -0.1634, -0.3479], [0.5917, 0.4303, -0.7374], [-0.4547, -0.7544, 0.1915], [1.3593, 0.4063, -1.2874], [-0.6275, -0.4565, 0.4601], [0.3440, 0.1154, 1.4371], [0.2002, 0.0953, -1.9045], [1.4592, 0.4912, -0.2458], [-0.3628, -0.7036, 2.8217], [-0.3885, 0.4889, -2.2533], [0.9437, -0.3862, 0.7065], [0.5708, -0.3542, -1.4583], [1.1432, 0.1988, -0.5798], [-1.4296, 0.3770, 2.4831], [-0.6275, -0.2518, -1.9585], [-1.0371, -0.0898, 1.0616], [0.2724, -0.1600, -0.6141], [0.7788, 0.3548, 2.2794], [-0.8754, -0.2435, -1.2720], [-0.2888, -0.0383, 1.6694], [0.6783, -0.3171, -1.1621], [-0.7010, 0.1115, -0.1044], [0.1207, -0.1337, 0.2406], [-0.1313, -0.2209, 0.1274], [-0.6592, -0.0228, -0.3954], [0.5052, 0.1656, 0.7927], [-1.1261, 0.0722, 0.6891], [0.0459, 0.0755, 0.9405], [0.1944, -0.2269, -0.1575], [1.4779, 0.3075, -0.4796], [0.0692, 0.0123, -0.6886], [0.1122, 0.0866, -0.5527], [-0.7633, 0.1071, -0.3965], [-0.1118, 0.2406, 0.4445], [-0.6498, 0.6489, -0.2279], [-0.4411, -1.3039, 0.0945], [1.3033, 2.4299, 0.2322], [-0.0580, -0.8804, 0.0668], [1.1357, 0.9684, 0.7171], [-0.6044, -1.6734, -0.3726], [-0.5306, -0.9681, -1.5801], [-0.6521, -0.5893, -0.0868], [-0.4124, 0.6339, 0.4566], [0.2253, 0.2650, 0.5868], [0.2352, -0.2108, -0.3850], [-0.2051, 0.9929, 0.4018]], "spin_multiplicity": 2, "total_energy_ha": -1718.855129, "homo_lumo_gap_ev": [4.15, 6.67], "lumo_energy_ev": [2.374, 2.371], "s2": 0.785, "fmax_ha_per_bohr": 0.05699, "relative_energy_ev": 0.000, "e_homo_ev": [-1.771, -4.296], "total_charge": -1}